Record 1
Entry from the Open Molecules 2025 dataset: a molecular structure, C2HCl2F3S (ωB97M-V/def2-TZVPD).

Calculated total energy: -1694.84988 a.u.
Energy above the lowest of the compared OMol25 structures with the same formula, charge and spin: 79.9 kcal/mol
HOMO energy (spin up / spin down): -0.31899 / -0.31899 Eh
M: 185.00 g mol⁻¹
LUMO (spin up / spin down): -1.00 / -1.00 eV

ORCA input file:
```
! wB97M-V def2-TZVPD RIJCOSX def2/J DEFGRID3
* xyz 0 1
C -0.0519 -1.1767 0.3608
C -0.4302 0.3202 0.2340
F 0.2287 -1.4733 1.6148
F 1.0063 -1.5235 -0.3730
F -1.7813 0.4114 0.2215
S 1.5085 2.5407 -1.5319
Cl 0.4647 1.4276 1.1704
Cl -0.0045 1.2868 -1.5162
H -0.9403 -1.8133 -0.1805
*
```

Which charges does Mulliken predict for the atoms? In e, they are: 0.333 0.394 -0.209 -0.230 -0.185 -0.255 -0.068 0.020 0.200

=====

Record 2
Entry from the Open Molecules 2025 dataset: a molecular structure, C12H14N3 (ωB97M-V/def2-TZVPD).

Calculated total energy: -629.53100 a.u.
Energy above the lowest of the compared OMol25 structures with the same formula, charge and spin: 83.0 kcal/mol
HOMO energy: -0.46715 Eh
M: 200.27 g mol⁻¹
LUMO: -5.17 eV

ORCA input file:
```
! wB97M-V def2-TZVPD RIJCOSX def2/J DEFGRID3
* xyz 1 1
C 0.6366 1.7724 -3.1068
C 1.4954 -0.1958 -2.8370
C 0.4861 1.5011 -1.7895
C 0.8488 2.9127 1.4565
C 0.3172 3.1947 0.2453
C 1.1150 1.5410 1.5110
C -1.7783 -1.7467 0.7600
C -1.2278 -1.0998 -0.5087
C -0.2691 -1.8955 1.3368
C 0.0712 1.9516 -0.4335
C 0.2204 -1.4439 -0.0158
C 1.1555 -0.2774 -0.2983
N 1.2215 0.7105 -3.7248
N 1.0923 0.2883 -1.6033
N 0.7024 0.9333 0.4387
H 0.2922 2.7255 -3.6314
H 1.9646 -1.1334 -3.1658
H 0.9985 3.6570 2.1253
H 0.0765 4.1881 0.0545
H 1.6808 0.9491 2.2204
H -2.4936 -1.1462 1.3437
H -2.2843 -2.8017 0.7205
H -1.7256 -1.5630 -1.4180
H -1.6569 -0.1286 -0.4958
H 0.0697 -1.2396 2.0510
H 0.0377 -2.8078 1.5965
H -0.9912 1.6030 -0.3159
H 0.6760 -2.2446 -0.7489
H 2.4192 -0.6001 0.1601
*
```

Which charges does Mulliken predict for the atoms? In e, they are: -0.550 0.038 0.037 -0.837 -0.609 -0.030 -0.465 -0.760 -1.235 0.528 0.999 -0.867 -0.567 0.201 0.381 0.325 0.386 0.547 0.455 0.482 0.288 0.258 0.316 -0.042 0.309 0.391 0.275 0.474 0.272

=====

Record 3
Entry from the Open Molecules 2025 dataset: a single C19H21N7S molecule (ωB97M-V/def2-TZVPD).

SMILES: CCN(CC)c1ccc(-c2nn3c(-c4n[nH]c5c4CCC5)nnc3s2)cc1
Calculated total energy: -1517.95244 a.u.
Energy above the lowest of the compared OMol25 structures with the same formula, charge and spin: 37.9 kcal/mol
HOMO energy: -0.29143 Eh
M: 379.49 g mol⁻¹
LUMO: -0.10 eV

ORCA input file:
```
! wB97M-V def2-TZVPD RIJCOSX def2/J DEFGRID3
* xyz 0 1
N 4.3645 -2.5634 -3.9905
N 1.2031 -0.2050 -1.9254
N 1.6833 0.7851 -5.2811
N 2.3824 -0.4047 -5.2772
S 0.1556 1.9869 -3.1756
C 3.1382 -2.1716 -3.5966
C 0.3934 0.9036 -1.7815
C 1.2170 0.8376 -4.0340
C 2.4191 -0.9387 -4.0332
C 2.6533 -3.0729 -2.6612
C 3.5973 -3.9628 -2.3846
C 0.2419 0.9276 0.7585
C -1.2809 2.3666 -0.5476
C -0.2741 1.5454 1.9217
C -1.7978 2.9242 0.5899
C -0.2439 1.3920 -0.5065
C -1.4229 2.4279 1.8476
N 4.6764 -3.5915 -3.1450
N 1.5774 -0.2092 -3.2750
N -1.9010 2.9652 3.0641
C -4.4146 3.2012 2.5544
C -2.3697 1.1052 4.7844
C 1.2876 -3.4458 -2.0301
C 3.0208 -5.1934 -1.6345
C -3.0701 3.8063 3.0567
C -1.5459 2.4209 4.4065
C 1.4796 -4.9271 -1.6546
H 1.0458 0.2945 0.7765
H -1.5689 2.8320 -1.4466
H 0.3108 1.3010 2.7802
H -2.5821 3.6190 0.4189
H 5.6162 -3.9931 -3.1393
H -4.4205 3.0881 1.4781
H -4.5311 2.1872 3.0852
H -5.3112 3.7075 2.7561
H -3.3628 1.3095 5.1650
H -1.8003 0.4343 5.4708
H -2.3309 0.4311 3.9774
H 0.4868 -3.3803 -2.7841
H 0.9775 -2.9355 -1.0426
H 3.3613 -5.3190 -0.5409
H 3.3830 -6.0131 -2.1733
H -3.1864 4.1694 4.1109
H -2.9078 4.7371 2.4763
H -1.6362 3.2156 5.2257
H -0.5455 2.0651 4.4120
H 0.8900 -5.5080 -2.3814
H 0.9423 -5.1519 -0.6749
*
```

Which charges does Mulliken predict for the atoms? In e, they are: -0.850 -0.972 -0.606 -0.460 -0.246 0.238 0.207 0.424 0.297 0.852 -0.358 -1.087 -1.092 -0.527 -0.518 0.856 1.128 0.108 0.646 0.116 -0.970 -1.079 -0.162 -0.453 -0.842 -0.689 -0.687 0.603 0.321 0.233 0.401 0.198 0.289 0.182 0.455 0.310 0.387 0.345 0.305 0.086 0.237 0.342 0.368 0.396 0.371 0.351 0.237 0.305

=====

Record 4
Entry from the Open Molecules 2025 dataset: 2 unconnected molecules or ions with the total composition C3H5FO (ωB97M-V/def2-TZVPD).

Calculated total energy: -292.26246 a.u.
Energy above the lowest of the compared OMol25 structures with the same formula, charge and spin: 84.0 kcal/mol
HOMO energy: -0.33558 Eh
M: 76.07 g mol⁻¹
LUMO: -0.07 eV

ORCA input file:
```
! wB97M-V def2-TZVPD RIJCOSX def2/J DEFGRID3
* xyz 0 1
C -2.4584 -1.1277 1.4438
C 1.3547 0.3554 -0.4651
C 0.6872 -0.4782 0.5500
O -2.5023 -1.6296 2.5257
F 1.0004 -1.7592 0.3612
H -1.5077 -0.7896 0.9762
H 0.6955 1.1615 -0.7781
H 1.7764 -0.1848 -1.3158
H 2.1667 0.8323 0.0948
H -3.3664 -0.9577 0.8366
*
```

Which charges does Mulliken predict for the atoms? In e, they are: 0.284 -0.814 0.035 -0.395 -0.173 0.005 0.235 0.328 0.268 0.227

=====

Record 5
Entry from the Open Molecules 2025 dataset: a single C6H8N2 molecule (ωB97M-V/def2-TZVPD).

SMILES: C=NN1C[C@@H]1C#CC
Calculated total energy: -342.75924 a.u.
Energy above the lowest of the compared OMol25 structures with the same formula, charge and spin: 109.6 kcal/mol
HOMO energy: -0.31483 Eh
M: 108.14 g mol⁻¹
LUMO: 1.12 eV

ORCA input file:
```
! wB97M-V def2-TZVPD RIJCOSX def2/J DEFGRID3
* xyz 0 1
C -0.8043 -1.8357 2.7394
C -0.6934 -0.8557 1.6021
C -0.5492 -0.0951 0.6622
C -0.9208 0.8378 -0.4138
C 0.0143 1.9840 -0.7660
C 1.7479 -0.1377 -2.4302
H 0.0816 -1.7364 3.3885
H -1.7312 -1.5695 3.2939
H -0.7959 -2.8436 2.3846
H -2.0097 0.9542 -0.6467
H 0.8746 2.0643 -0.0587
H -0.4330 2.8565 -1.2308
H 1.4868 0.2889 -3.3437
H 2.7560 -0.7661 -2.2096
N -0.0873 0.8116 -1.5856
N 1.0635 0.0426 -1.3855
*
```

Which charges does Mulliken predict for the atoms? In e, they are: -1.205 0.534 -0.112 -0.111 -0.480 -0.338 0.281 0.277 0.302 0.267 0.313 0.253 0.378 0.215 -0.186 -0.389

=====

Record 6
Entry from the Open Molecules 2025 dataset: a molecular structure, C21H43AuN2P3S (ωB97M-V/def2-TZVPD).

<S²>: 2.039
Calculated total energy: -2492.38742 a.u.
Energy above the lowest of the compared OMol25 structures with the same formula, charge and spin: 27.0 kcal/mol
HOMO energy (spin up / spin down): -0.59035 / -0.58839 Eh
M: 645.55 g mol⁻¹
LUMO (spin up / spin down): -9.61 / -11.72 eV

ORCA input file:
```
! wB97M-V def2-TZVPD RIJCOSX def2/J DEFGRID3
* xyz 3 3
Au 0.0103 0.2570 0.6261
P -0.7752 2.2556 2.0420
P -2.2051 -0.4474 0.1083
P 2.2420 1.2358 0.5328
H 0.0744 -1.9412 -7.1914
C 1.1336 -2.1273 -6.9878
C 1.4698 -3.2808 -6.3863
H 0.6713 -3.9740 -6.0821
C -1.2014 3.6550 0.9499
C -2.2619 1.9688 3.0558
C 0.3843 2.9310 3.2805
C -2.3548 -1.8486 -1.0381
C -3.2158 -0.9463 1.5402
C -3.1417 0.8914 -0.7045
C 3.4386 0.5798 -0.6606
C 3.0740 1.0215 2.1353
C 2.1955 3.0163 0.1533
H 1.8519 -1.4061 -7.4091
H 2.5100 -3.6314 -6.3081
H -1.5004 4.5154 1.5652
H -2.0323 3.3759 0.2896
H -0.3375 3.9299 0.3298
H -2.4553 2.8739 3.6533
H -2.0863 1.1187 3.7331
H -3.1306 1.7576 2.4160
H -0.1600 3.6553 3.9076
H 1.2365 3.4356 2.8068
H 0.7518 2.1185 3.9253
H -3.3994 -2.1808 -1.1386
H -1.7460 -2.6772 -0.6593
H -1.9631 -1.5774 -2.0248
H -4.1896 -0.4320 1.5676
H -2.6907 -0.7389 2.4795
H -3.4041 -2.0273 1.5051
H -4.1740 0.5863 -0.9495
H -2.6296 1.1633 -1.6399
H -3.1828 1.7920 -0.0721
H 4.3703 1.1624 -0.6166
H 3.0257 0.6281 -1.6750
H 3.6464 -0.4720 -0.4275
H 4.1077 1.3963 2.0938
H 3.1049 -0.0464 2.3976
H 2.5440 1.5443 2.9390
H 3.2163 3.3859 -0.0169
H 1.7292 3.6098 0.9488
H 1.6181 3.1675 -0.7683
C 0.7313 -1.2084 -2.8983
C 0.7585 0.1105 -3.4190
C 0.0493 0.4211 -4.5808
C -0.6048 -0.6064 -5.2759
C -0.7427 -1.8912 -4.7355
C 0.0708 -2.2320 -3.6518
S 1.3101 -1.6773 -1.3799
H -0.1107 0.6130 -1.0563
H 1.2967 0.8945 -2.8984
H 0.0492 1.4288 -4.9687
H -0.9118 -0.4248 -6.3043
H -1.3875 -2.6586 -5.2340
H 0.2580 -3.2651 -3.3569
C 0.2907 -1.7840 5.9798
N 0.3871 -1.8144 4.5195
C 0.7448 -2.8905 3.7210
C 0.6873 -2.4620 2.4194
N 0.3107 -1.1345 2.4151
C 0.1329 -0.7806 3.6895
H -0.4239 -2.5375 6.3496
H 1.2745 -1.9340 6.4549
H -0.0766 -0.7900 6.2611
H 1.0013 -3.8340 4.1635
H 0.8989 -3.0108 1.5151
H -0.1632 0.1945 4.0453
*
```

Which charges does Mulliken predict for the atoms? In e, they are: 1.790 0.240 0.673 0.864 0.275 -0.416 -0.580 0.272 -1.086 -1.099 -1.288 -0.977 -1.293 -1.188 -1.288 -1.272 -1.285 0.296 0.286 0.461 0.318 0.260 0.561 0.301 0.339 0.562 0.440 0.336 0.542 0.401 0.063 0.442 0.195 0.470 0.494 0.314 0.209 0.532 0.320 0.394 0.470 0.316 0.280 0.517 0.279 0.365 1.086 -0.048 -1.050 -0.420 -0.915 -0.552 0.120 -0.152 0.293 0.541 0.679 0.329 0.467 -0.837 0.033 -0.632 -0.732 0.124 -0.306 0.349 0.346 0.290 0.480 0.467 -0.063